Record 1
The following is a quantum chemistry calculation of C50H124N8O4S as an isolated structure in a non-equilibrium geometry, from the OMol25 dataset.

LUMO ... 0.62 eV
Energy above the lowest of the compared OMol25 structures with the same formula, charge and spin ... 3.1825 eV

Last column: Mulliken charge in e.
Element x y z (Å)
C1 -4.98037 -3.81965 4.18101  -1.363
C2 -5.34672 -2.42008 3.79830  -0.308
N1 -4.22631 -1.50035 3.60923  0.919
C3 -4.66798 -0.13833 3.45575  -0.944
C4 -3.59743 0.79235 2.90292  -0.271
C5 -3.01903 -1.71262 4.38114  1.654
C6 -3.09902 -1.23611 5.84386  -1.706
H1 -4.33279 -4.36651 3.49442  0.242
H2 -5.86520 -4.45245 4.29138  0.464
H3 -4.54702 -3.83708 5.18537  0.262
H4 -5.97880 -2.40752 2.90524  0.087
H5 -5.97112 -1.97311 4.59203  0.483
H6 -5.44625 -0.10457 2.68686  0.505
H7 -5.13633 0.22582 4.38461  0.314
H8 -3.99200 1.76163 2.60585  0.612
H9 -2.74815 0.93115 3.57735  -0.245
H10 -3.14407 0.31865 2.02858  -0.229
H11 -2.19961 -1.21834 3.84920  -1.076
H12 -2.69810 -2.75475 4.35555  -0.405
H13 -3.03479 -0.14489 5.90086  0.373
H14 -2.20227 -1.52623 6.39771  0.422
H15 -4.02114 -1.57179 6.31320  0.393
C7 1.52782 2.98177 -7.59154  -0.992
C8 -0.00013 3.24314 -7.63620  -0.734
N2 -0.50761 3.64473 -6.32697  0.134
C9 -0.82642 2.42565 -5.55205  -1.279
C10 -0.44379 2.54927 -4.08353  0.541
C11 -1.70150 4.51291 -6.53034  -0.519
C12 -2.27735 5.03092 -5.22824  -0.933
H16 2.04081 3.42015 -6.73887  0.226
H17 1.95090 3.41011 -8.50212  0.405
H18 1.70104 1.90685 -7.61873  0.195
H19 -0.20037 3.96654 -8.42855  0.573
H20 -0.47122 2.32513 -8.01563  0.400
H21 -1.88210 2.12891 -5.67977  0.271
H22 -0.38601 1.52798 -5.99706  0.538
H23 0.60973 2.82266 -3.96950  -0.141
H24 -0.88868 3.38004 -3.54420  0.277
H25 -0.63185 1.56505 -3.64729  -0.348
H26 -2.54914 4.02876 -7.03768  0.307
H27 -1.26303 5.29485 -7.14918  0.474
H28 -2.74966 4.31814 -4.55417  -0.047
H29 -3.10024 5.74698 -5.35540  0.465
H30 -1.54192 5.63214 -4.68592  0.285
C13 1.18111 -1.77836 5.02819  -1.507
C14 1.83149 -0.50257 4.52261  -0.307
N3 0.90593 0.40464 3.87971  1.463
C15 1.60890 1.38867 3.01635  1.134
C16 0.71966 2.51481 2.50745  -0.603
C17 -0.07490 0.93274 4.80637  -0.029
C18 0.45102 1.71339 6.00155  -1.902
H31 0.47990 -2.19486 4.30762  0.188
H32 0.74636 -1.57719 6.00981  0.288
H33 1.93903 -2.53651 5.22823  0.682
H34 2.48427 -0.05588 5.29095  0.589
H35 2.59794 -0.73121 3.76593  -0.234
H36 2.53884 1.72304 3.48786  0.681
H37 1.83492 0.73352 2.16918  -1.300
H38 -0.19481 2.17456 2.01254  -0.262
H39 0.32538 3.16197 3.29398  0.494
H40 1.23305 3.11031 1.75483  -0.337
H41 -0.66583 0.07808 5.15448  -0.174
H42 -0.78417 1.57024 4.27433  0.268
H43 0.98671 2.61264 5.68550  0.283
H44 1.01743 1.13596 6.72981  0.315
H45 -0.40314 2.12876 6.54779  0.478
C19 1.22438 -5.67808 1.04217  -1.161
C20 0.04789 -5.28634 1.94073  0.437
N4 -0.05049 -6.14734 3.11841  0.390
C21 -0.62998 -7.45334 2.76940  -0.534
C22 -0.33817 -8.50035 3.82191  -1.291
C23 -0.79188 -5.48600 4.16665  -0.667
C24 0.16512 -4.90675 5.21713  -1.221
H46 1.49575 -4.81075 0.44019  0.108
H47 1.11035 -6.57198 0.42899  0.398
H48 2.04889 -5.94526 1.70643  0.345
H49 0.31727 -4.29653 2.32739  -0.543
H50 -0.93684 -5.18169 1.46074  0.358
H51 -0.30740 -7.82959 1.79050  0.427
H52 -1.67627 -7.25404 2.47312  0.361
H53 -0.87600 -8.21162 4.72957  0.291
H54 0.70924 -8.53966 4.11444  0.313
H55 -0.66913 -9.48772 3.50297  0.425
H56 -1.49583 -4.71914 3.81105  0.152
H57 -1.44195 -6.15034 4.74383  0.496
H58 1.01690 -4.41915 4.74552  0.187
H59 -0.23727 -4.18734 5.93235  0.318
H60 0.58552 -5.74225 5.78125  0.400
C25 2.98009 5.16103 2.11796  -1.652
C26 3.00760 4.32802 0.83697  -0.286
N5 1.86698 4.50967 -0.05468  0.827
C27 1.98054 3.54224 -1.13436  1.527
C28 3.12611 3.69356 -2.14808  -0.927
C29 1.64269 5.88188 -0.48465  -0.330
C30 0.19586 6.07719 -0.94622  -0.981
H61 2.11818 4.97786 2.75738  0.170
H62 3.03050 6.23076 1.89676  0.447
H63 3.89446 5.03901 2.70431  0.433
H64 3.95030 4.54767 0.30999  0.877
H65 3.12494 3.28350 1.13222  -0.043
H66 2.00361 2.53555 -0.71091  -1.207
H67 1.03461 3.50710 -1.68361  -0.069
H68 2.84276 3.18297 -3.07312  -0.005
H69 3.33073 4.71001 -2.48572  0.319
H70 4.04806 3.22074 -1.80754  0.402
H71 2.27995 6.05352 -1.36585  0.249
H72 1.99327 6.61806 0.23187  0.439
H73 -0.05814 5.31709 -1.68979  -0.031
H74 -0.09596 7.02466 -1.39617  0.440
H75 -0.48164 5.86052 -0.11622  0.281
C31 4.76407 2.63264 0.68766  -1.939
C32 4.26817 1.22339 1.00780  0.437
N6 5.07435 0.09535 0.49510  0.114
C33 4.71119 -1.13185 1.23494  -1.695
C34 3.47937 -1.87474 0.73010  0.754
C35 4.96803 0.06636 -0.95961  1.026
C36 5.97705 -0.87067 -1.60264  -2.038
H76 4.86674 2.83179 -0.38144  0.304
H77 5.74558 2.82278 1.12404  0.377
H78 4.04648 3.36401 1.06282  -0.143
H79 4.19798 1.21463 2.09767  0.415
H80 3.23156 1.13355 0.64322  -0.694
H81 5.63202 -1.71073 1.09523  0.455
H82 4.60472 -0.83689 2.27446  0.563
H83 3.07125 -2.43163 1.57747  0.367
H84 2.77538 -1.17802 0.27252  -0.880
H85 3.69365 -2.64328 -0.01654  0.559
H86 5.09768 1.08753 -1.31205  0.329
H87 3.97304 -0.23700 -1.32160  -0.396
H88 5.70562 -1.90785 -1.41482  0.286
H89 6.99924 -0.69105 -1.26618  0.422
H90 5.96427 -0.65375 -2.66879  0.467
C37 2.28377 0.27703 -5.19075  -0.433
C38 3.42576 -0.74514 -5.12955  -0.220
N7 3.00676 -2.05972 -4.68430  0.178
C39 2.65483 -2.02351 -3.27462  1.871
C40 1.82625 -3.22295 -2.81864  -1.744
C41 4.04788 -3.02038 -5.00490  -0.865
C42 5.30134 -3.00959 -4.13551  -0.786
H91 2.74896 1.23290 -5.43487  0.313
H92 1.84368 0.36716 -4.19563  -0.349
H93 1.50746 0.01160 -5.90526  0.244
H94 3.82094 -0.75164 -6.14833  0.525
H95 4.20749 -0.31523 -4.48167  0.033
H96 3.56394 -2.11188 -2.65477  -0.856
H97 2.22658 -1.10142 -2.88933  -0.471
H98 1.43236 -3.19593 -1.80583  0.209
H99 0.97943 -3.17681 -3.51392  0.414
H100 2.32230 -4.17512 -3.00809  0.308
H101 4.18678 -3.09501 -6.08588  0.523
H102 3.70495 -4.06373 -4.88966  0.327
H103 5.75489 -2.02149 -4.19084  0.176
H104 6.05485 -3.74439 -4.41613  0.512
H105 4.97916 -3.24587 -3.12286  0.152
C43 -7.50370 2.37591 -1.91769  -1.139
C44 -6.77956 1.06835 -2.29003  -0.798
N8 -5.86893 0.50075 -1.31108  0.045
C45 -4.68293 1.30482 -1.03132  0.441
C46 -3.90153 1.79914 -2.24974  -1.366
C47 -6.50622 0.17824 -0.04468  0.229
C48 -7.64334 -0.83826 -0.11428  -1.639
H106 -6.78523 3.16239 -1.66738  0.276
H107 -8.03553 2.29459 -0.96647  0.296
H108 -8.11474 2.65941 -2.77046  0.402
H109 -7.46410 0.27013 -2.58852  0.463
H110 -6.24282 1.27772 -3.22020  0.419
H111 -3.99400 0.61064 -0.54170  -0.224
H112 -4.87465 2.18978 -0.40932  0.225
H113 -4.30944 2.74405 -2.61108  0.353
H114 -4.00244 1.01690 -3.01190  0.381
H115 -2.82145 1.88804 -2.14227  0.239
H116 -5.69782 -0.31430 0.50922  -0.051
H117 -6.79324 1.03989 0.57740  0.405
H118 -8.61166 -0.36165 -0.27699  0.310
H119 -7.42689 -1.54257 -0.91727  0.391
H120 -7.71709 -1.35297 0.84356  0.413
C49 -0.90353 -0.92223 1.12324  0.107
C50 0.45333 -1.47257 0.79105  1.189
O1 0.80530 -0.87074 -0.43025  0.440
S1 -0.39511 -0.03576 -1.14820  0.631
O2 -0.54936 -0.39819 -2.53050  -0.670
O3 -0.30193 1.36657 -0.86946  -0.361
O4 -1.52934 -0.70418 -0.13507  -0.544
H121 -0.71889 0.04953 1.59223  -0.682
H122 -1.56934 -1.52513 1.73350  0.732
H123 0.57768 -2.56148 0.78000  -0.714
H124 1.18118 -1.22234 1.56977  -0.704

Forces on atoms 1 to 2 (eV/Å):
-0.132 -0.895 0.740
-0.140 1.060 0.346

=====

Record 2
The following is a quantum chemistry calculation of a 6-piece molecular cluster, C23H35F15IO11P2 overall in a non-equilibrium geometry, from the OMol25 dataset.

LUMO ... -4.81 eV
Charge ... +1

Last column: Mulliken charge in e.
Element x y z (Å)
C1 3.75001 -0.24783 -1.11957  -0.760
C2 3.26917 -1.23588 -2.24434  -0.677
C3 2.83321 -2.59808 -1.60688  -0.279
P1 1.00065 -2.71239 -1.25493  0.039
I1 0.73028 -3.19339 1.13751  0.421
P2 -0.05054 -0.83352 -1.63282  0.479
O1 -0.07935 -0.58806 -3.13580  -0.592
H1 4.22740 -0.78937 -0.28931  0.340
H2 4.40670 0.52402 -1.54584  0.355
H3 2.87190 0.28263 -0.70211  0.009
H4 4.08419 -1.40933 -2.96216  0.345
H5 2.46485 -0.72517 -2.80086  0.368
H6 3.41085 -2.71680 -0.67343  0.505
H7 3.12527 -3.45237 -2.23208  -0.033
H8 0.49350 -3.77501 -2.04401  0.232
H9 0.77479 0.16752 -1.04867  -0.025
H10 -1.32907 -0.77210 -1.01382  0.173
C4 1.32624 5.64231 -0.66326  -0.989
C5 0.29937 5.52991 0.44390  -0.405
O2 -0.48145 4.32740 0.29021  -0.271
C6 0.06454 3.22288 0.77242  0.308
O3 1.12450 3.14718 1.30982  -0.519
C7 -0.88454 2.04719 0.57628  1.041
F1 -1.43465 2.03116 -0.64083  -0.269
F2 -1.88518 2.07095 1.45154  -0.264
F3 -0.25962 0.86779 0.72572  -0.259
H11 0.84561 5.58028 -1.63790  0.303
H12 1.86212 6.58740 -0.59290  0.411
H13 2.05034 4.82892 -0.60838  0.314
H14 -0.40416 6.35898 0.38823  0.343
H15 0.76327 5.56418 1.42982  0.336
C8 -5.89801 2.19279 1.22627  -1.163
C9 -5.07047 3.17681 2.02723  -0.011
O4 -5.83525 4.34832 2.33943  -0.346
C10 -6.62603 4.24898 3.40722  0.339
O5 -6.73173 3.28052 4.09087  -0.500
C11 -7.34259 5.57212 3.65377  0.891
F4 -7.81334 6.09930 2.52426  -0.244
F5 -6.51458 6.46741 4.19544  -0.252
F6 -8.36746 5.42816 4.47962  -0.238
H16 -6.30526 2.67250 0.33515  0.337
H17 -5.29074 1.33932 0.92239  0.342
H18 -6.74338 1.82606 1.80924  0.339
H19 -4.22059 3.51451 1.43521  0.179
H20 -4.67315 2.72193 2.93551  0.315
C12 1.10964 -9.60067 -0.43304  -1.091
C13 0.58115 -8.54849 -1.38522  -0.251
O6 1.51970 -7.46297 -1.52295  -0.248
C14 2.50427 -7.66096 -2.39885  0.224
O7 2.65588 -8.63888 -3.05358  -0.480
C15 3.38953 -6.42188 -2.47364  1.037
F7 3.66397 -5.92028 -1.26372  -0.262
F8 2.79193 -5.43594 -3.17213  -0.285
F9 4.54470 -6.66646 -3.05898  -0.241
H21 1.36726 -9.15261 0.52793  0.300
H22 0.36407 -10.37841 -0.27129  0.376
H23 2.01471 -10.06547 -0.82520  0.319
H24 -0.33359 -8.11111 -0.98666  0.302
H25 0.33998 -8.97288 -2.35987  0.333
C16 1.54614 3.66346 -7.43126  -1.097
C17 0.88130 4.30017 -6.22876  -0.238
O8 1.80939 4.42629 -5.13727  -0.268
C18 2.60297 5.49554 -5.17695  0.325
O9 2.59454 6.32462 -6.02860  -0.484
C19 3.49713 5.52782 -3.94234  0.888
F10 4.01319 4.32776 -3.66238  -0.266
F11 2.81199 5.91995 -2.86081  -0.249
F12 4.51451 6.36065 -4.08611  -0.246
H26 1.99582 2.70754 -7.15798  0.292
H27 0.81987 3.49755 -8.22658  0.379
H28 2.34486 4.29673 -7.81877  0.317
H29 0.07362 3.66372 -5.86912  0.313
H30 0.44593 5.26846 -6.47635  0.326
C20 -0.98516 -0.85699 6.97830  -1.083
C21 -1.75775 -2.14208 6.76515  -0.224
O10 -1.04665 -3.02719 5.88015  -0.326
C22 -0.10084 -3.77205 6.44917  0.355
O11 0.18817 -3.75354 7.60099  -0.475
C23 0.53288 -4.69222 5.41148  0.851
F13 0.78904 -4.05312 4.25464  -0.227
F14 -0.26772 -5.71564 5.11731  -0.254
F15 1.67751 -5.20208 5.82968  -0.238
H31 -0.75363 -0.38629 6.02108  0.280
H32 -1.56308 -0.15953 7.58385  0.380
H33 -0.03672 -1.04827 7.48154  0.318
H34 -2.70992 -1.92888 6.28126  0.318
H35 -1.97826 -2.63953 7.70943  0.331

Forces on atoms 1 to 2 (eV/Å):
-0.734 -0.176 -0.526
0.195 0.674 0.756

=====

Record 3
The following is a quantum chemistry calculation of a 5-piece molecular cluster, C3H15NO4 overall in a non-equilibrium geometry, from the OMol25 dataset.

LUMO ... 0.01 eV
Energy above the lowest of the compared OMol25 structures with the same formula, charge and spin ... 3.1461 eV

Last column: Mulliken charge in e.
Element x y z (Å)
C1 1.26161 -2.24169 -0.06392  -0.876
C2 1.88790 -1.11517 -0.29183  0.166
N1 1.65143 -0.08916 0.61598  -0.263
C3 2.06961 1.19543 0.02313  -0.967
H1 0.48976 -2.25219 0.75852  0.092
H2 1.26075 -3.14529 -0.56825  0.344
H3 2.56275 -0.89587 -1.09590  0.326
H4 0.71700 0.04838 1.00864  0.240
H5 1.53883 1.48590 -0.85983  0.321
H6 1.87604 1.97120 0.83604  0.311
H7 3.19949 1.11305 -0.14682  0.352
H8 -1.61129 -2.06656 -2.44424  0.232
H9 -1.98592 -0.68139 -2.41665  0.405
O1 -2.29018 -1.62271 -2.22484  -0.631
H10 -0.93986 0.96671 -1.53349  0.335
H11 -2.36205 1.08624 -1.50576  0.392
O2 -1.69864 0.95683 -2.23775  -0.722
H12 -1.13159 1.48487 0.82694  0.237
H13 -2.08692 0.86161 1.45791  0.398
O3 -2.05718 1.34138 0.66452  -0.631
H14 -0.95165 1.34660 3.28624  0.293
H15 -0.60493 -0.30948 3.15171  0.288
O4 -0.79499 0.56131 2.75966  -0.645

Forces on atoms 1 to 2 (eV/Å):
-2.001 -0.336 1.565
-1.053 -0.301 1.039

=====

Number 1: HOMO -8.15 eV. Number 2: HOMO -12.92 eV. Number 3: HOMO -8.39 eV.